No. 1
Density functional theory data (the ωB97M-V functional and the def2-TZVPD basis) for a structure of composition C31H46Cl2N7O2RbS.

Multiplicity: 1
Charge: -2
Strongest force on any atom in eV Å⁻¹: 0.49
Energy in a.u.: -3085.292448
M in g mol⁻¹: 737.20
Energy above the lowest of the compared OMol25 structures with the same formula, charge and spin in kJ/mol: 0.0

Structure (XYZ):
```
90
C31H46Cl2N7O2RbS | the OMol25 dataset | the ωB97M-V functional and the def2-TZVPD basis
Rb 1.11842 -0.83243 -0.58404
C 1.38844 2.70824 -0.28360
C 0.04070 3.37074 -0.02893
C -0.72258 2.73692 1.12967
N -0.99052 1.32693 0.88866
C -1.82364 0.75551 1.68143
C -2.46781 1.43738 2.80002
C -3.74618 1.31657 3.27056
C -4.76590 0.42487 2.89014
C -4.55291 -0.72623 2.13732
C -3.38967 -1.26319 1.61961
C -2.05442 -0.72700 1.54233
N -0.99408 -1.43086 1.32689
C -1.05767 -2.86258 1.48872
C 0.34386 -3.48471 1.52832
C 1.32074 -2.83268 2.52425
N 2.10242 -1.78495 1.90014
C 3.08946 -1.26669 2.53925
C 3.46039 -1.61978 3.89633
C 4.69257 -1.61049 4.50007
C 5.94111 -1.20647 4.01020
C 6.13867 -0.51380 2.81639
C 5.23046 0.00244 1.91675
C 3.79149 -0.10043 1.87500
N 3.01778 0.73546 1.26070
C 3.57499 1.98150 0.78374
C 2.46566 3.03439 0.74636
H 1.75621 2.95504 -1.28511
H 1.22173 1.63645 -0.25417
H -0.58787 3.28314 -0.91653
H 0.17065 4.44171 0.17417
H -1.65380 3.30153 1.30145
H -0.13576 2.84255 2.05194
H -1.86395 2.21300 3.25636
H -4.02103 2.03873 4.03790
H -5.75761 0.58728 3.29615
H -5.43826 -1.34192 1.98026
H -3.49429 -2.24415 1.16855
H -1.63345 -3.35224 0.68269
H -1.58550 -3.11850 2.42260
H 0.79795 -3.45834 0.53262
H 0.23292 -4.54299 1.78887
H 1.97929 -3.60524 2.94867
H 0.74139 -2.42207 3.36501
H 2.64550 -2.01542 4.49215
H 4.70107 -2.01505 5.51158
H 6.81220 -1.41592 4.62087
H 7.17840 -0.29175 2.57995
H 5.65527 0.58300 1.10531
H 4.00090 1.87184 -0.22863
H 4.39488 2.33575 1.42601
H 2.89150 4.02504 0.54529
H 2.02608 3.06801 1.74750
N -0.82367 -2.40121 -2.39547
C -0.49404 -3.30802 -3.49703
C 0.85728 -3.99049 -3.29342
C 2.04421 -3.02034 -3.49429
O 2.43638 -2.86445 -4.67234
O 2.48381 -2.44634 -2.46840
H -0.94621 -2.92293 -1.53254
H -1.69005 -1.90409 -2.57623
H -0.45142 -2.71620 -4.41464
H -1.26877 -4.07607 -3.64557
H 0.94449 -4.79472 -4.02750
H 0.90196 -4.42444 -2.28883
C -3.91646 1.88258 -0.39233
N -4.12906 1.08016 -1.59052
C -5.31278 0.24601 -1.51912
C -3.27879 1.03445 -2.63372
S -3.40791 -0.06158 -3.90302
N -2.27596 1.99049 -2.62920
C -1.10524 1.72918 -3.45359
C -2.69351 3.38056 -2.70639
H -4.17096 1.27959 0.48145
H -4.56406 2.76722 -0.38893
H -2.87528 2.17214 -0.32639
H -6.19658 0.88229 -1.40679
H -5.23737 -0.40003 -0.64062
H -5.39469 -0.35229 -2.41960
H -0.77911 0.70144 -3.31489
H -0.30666 2.40194 -3.13942
H -1.30853 1.88101 -4.51920
H -3.54786 3.57602 -2.06565
H -2.96179 3.64599 -3.73900
H -1.87161 4.02264 -2.38531
Cl 4.77730 1.74138 -4.01623
C 3.89478 0.28620 -3.47097
Cl 2.16403 0.55024 -3.38047
H 4.25449 0.02208 -2.48415
H 4.06340 -0.51856 -4.17746
```

***

No. 2
Density functional theory data (the ωB97M-V functional and the def2-TZVPD basis) for a cluster of 2 separate species, C6H14O2 in total in a non-equilibrium geometry.

Multiplicity: 1
Strongest force on any atom in eV Å⁻¹: 2.50
Energy in a.u.: -387.221146
M in g mol⁻¹: 118.18
Energy above the lowest of the compared OMol25 structures with the same formula, charge and spin in kJ/mol: 751.9

Structure (XYZ):
```
22
C6H14O2 | the OMol25 dataset | the ωB97M-V functional and the def2-TZVPD basis
C -1.05039 -0.02264 -0.03780
C -0.88333 1.33607 -0.60370
C -1.34301 -1.12950 -0.98518
C -1.66782 -0.10183 1.32616
H 0.48110 -0.37658 0.26968
H -0.39151 -1.39295 -1.49408
H -1.56627 -1.10109 1.75069
H -1.67240 2.02517 -0.28654
H 0.09961 1.71294 -0.24072
H -0.78427 1.35580 -1.68541
H -2.05739 -0.83195 -1.75507
H -1.69391 -2.03516 -0.49226
H -1.21082 0.62685 1.99290
H -2.74282 0.10601 1.24692
C 1.79747 -0.49520 0.11618
C 2.12914 -0.93302 -1.11664
O 2.03470 1.18738 0.39081
O 1.47134 1.53527 1.67167
H 2.25927 1.70446 2.20252
H 2.26783 -0.93662 0.98709
H 1.65784 -0.52541 -1.99846
H 2.86566 -1.70802 -1.25876
```

***

No. 3
Density functional theory data (the ωB97M-V functional and the def2-TZVPD basis) for a structure of composition C4H12O6Ti in a non-equilibrium geometry.

Multiplicity: 5
Expectation value of S²: 6.01
Strongest force on any atom in eV Å⁻¹: 7.64
Energy in a.u.: -1460.296672
M in g mol⁻¹: 204.00
Energy above the lowest of the compared OMol25 structures with the same formula, charge and spin in kJ/mol: 91.7

Structure (XYZ):
```
23
C4H12O6Ti | the OMol25 dataset | the ωB97M-V functional and the def2-TZVPD basis
Ti -0.65170 -1.01825 0.27734
C -1.12669 -3.46443 -0.86156
O -1.98647 -2.63931 -0.72261
O 0.00874 -3.24723 -0.51783
O -1.47113 -4.59900 -0.65542
C -1.21737 2.10182 1.42676
O -1.91210 0.92950 1.13013
H -1.65794 2.66518 2.24933
H -0.14232 1.94033 1.34752
H -1.39845 2.72870 0.55364
H -2.83116 0.95377 1.40642
C 0.08972 1.41303 -2.26639
O 0.36684 0.32271 -1.42335
H 0.76942 1.19991 -3.09143
H -0.94587 1.57447 -2.56571
H 0.48000 2.24528 -1.68061
H 0.75857 -0.37339 -1.95588
C 2.37307 -0.49222 0.94380
O 1.27404 -0.84027 1.72794
H 2.39289 -1.11367 0.04854
H 2.29381 0.56548 0.69263
H 3.28348 -0.67475 1.51471
H 1.25062 -0.17757 2.42212
```

***

energy above the lowest of the compared OMol25 structures with the same formula, charge and spin of number 3 (C4H12O6Ti)?
91.7 kJ/mol

***

What is the formula in the second record?
C6H14O2

***

Number 3 is which compound?
C4H12O6Ti